1.
Molecular formula: C4H8N4
Method: DFT, the ωB97M-V functional and the def2-TZVPD basis

Values from the calculation:
* SMILES string: C1=C\NNCC\N=N/1
* frontier orbital gap: 8.4 eV
* E_HOMO: -8.244 eV
* charge: 0
* multiplicity: 1

Each line ends with the Löwdin charge.
Atoms and positions in Å:
H -1.0638 2.1314 0.9998  0.127
C 0.1020 -1.5895 -0.0061  -0.206
H -0.8836 -1.7342 1.8772  0.106
H -0.2001 -2.6465 -0.1152  0.102
H -1.4225 0.4633 2.1899  0.101
N -0.7154 1.2466 0.5737  -0.086
N 0.6671 -0.1398 -1.7509  -0.012
H 1.2158 2.1994 0.7058  0.095
H 1.1932 -1.6120 0.3108  0.133
C 0.6487 1.4987 0.1253  -0.114
H -1.8886 -1.0230 0.5536  0.116
H 2.1984 1.0723 -1.2900  0.094
N -0.6211 0.2997 1.6038  -0.111
C 1.1969 0.8765 -0.9354  -0.146
C -0.8908 -1.0404 1.0382  -0.218
N -0.1148 -1.0240 -1.3643  0.018

Atomic forces in eV per Å
H 0.4 -1.0 -0.5
C -0.3 0.0 0.9
H -0.1 0.0 0.1
H 0.2 0.4 -0.1
H -0.1 0.1 0.5
N 0.9 2.1 -1.2
N -2.4 1.5 -0.5
H 0.3 0.5 -0.1
H -1.3 0.5 -0.3
C -1.1 -0.6 -0.8
H 0.4 -0.3 0.2
H 0.2 0.6 0.4
N 0.0 -2.0 0.9
C 1.1 -1.5 0.9
C 0.0 0.2 -0.1
N 1.9 -0.8 0.0

=====

2.
Molecular formula: C4H8N4
Method: DFT, the ωB97M-V functional and the def2-TZVPD basis

Values from the calculation:
* frontier orbital gap: 8.4 eV
* E_HOMO: -7.529 eV
* charge: 0
* multiplicity: 1

Each line ends with the Löwdin charge.
Atoms and positions in Å:
H 0.7672 -2.5697 0.9562  0.109
N -0.5924 -1.8543 -0.4876  -0.057
H -2.5815 1.8663 0.6157  0.067
C 1.1456 0.3255 -0.0061  -0.152
H 2.7334 1.6792 0.0939  0.088
C -1.5278 1.5410 0.3275  -0.050
N 1.5561 -0.9740 0.1644  -0.068
H -2.1594 -1.2549 0.4898  0.089
H -0.8708 2.4024 0.4349  0.026
C -1.1149 0.4059 -0.2026  -0.159
H 2.1545 -1.3620 -0.6951  0.187
N -1.5955 -0.8936 -0.2021  -0.052
H -0.8094 -2.8228 -0.4967  0.101
H 1.1099 2.2480 -0.5979  -0.006
C 1.6669 1.5050 -0.2349  -0.002
N 0.4521 -1.7352 0.5031  -0.121

Atomic forces in eV per Å
H -0.3 -0.6 -0.1
N 2.8 1.5 0.1
H 1.2 -1.0 -0.5
C -3.6 0.2 -1.4
H -1.1 -0.1 -0.7
C -1.8 1.2 0.1
N 1.4 -0.2 -2.4
H -1.6 0.1 2.1
H 0.3 -0.4 -0.2
C 3.7 -0.9 1.6
H -1.8 1.2 2.1
N 1.0 -0.3 -2.5
H -1.3 -0.4 -0.1
H -2.0 2.9 -1.1
C 3.7 -2.8 2.2
N -0.6 -0.3 0.7

=====

3.
Molecular formula: C4H8N4O
Method: DFT, the ωB97M-V functional and the def2-TZVPD basis

Values from the calculation:
* SMILES string: CC(O)=C=N.N#CNN
* frontier orbital gap: 8.6 eV
* E_HOMO: -8.057 eV
* charge: 0
* multiplicity: 1

Each line ends with the Löwdin charge.
Atoms and positions in Å:
C -1.0034 -0.4007 -0.0207  -0.474
H 0.2413 -2.1372 0.2773  0.083
N 0.0645 -0.0370 -2.3415  0.176
H 0.8422 2.3499 -0.2783  0.144
O -2.2891 0.0844 0.1857  -0.007
H 2.3116 0.3997 -0.9350  0.061
C -0.4392 -0.1484 -1.2449  -0.085
H -0.3971 -0.4062 -3.1710  0.091
H 3.0061 1.2743 0.3018  0.081
H -2.2961 0.4173 1.1020  0.081
N -0.4068 1.2370 2.1674  0.168
N 2.2127 0.6971 0.0336  0.037
H -1.5299 -2.4574 0.3550  0.083
C -0.7277 -1.7588 0.5947  -0.031
C 0.0832 1.0575 1.1132  -0.356
H -0.6990 -1.6317 1.6778  0.077
N 1.0268 1.4602 0.1828  -0.131

Atomic forces in eV per Å
C -0.2 -1.3 -2.9
H 0.0 -0.1 0.0
N 0.6 1.0 0.4
H 0.4 -0.5 0.2
O 0.3 0.4 0.4
H -0.1 0.1 0.1
C -2.1 -1.6 1.1
H 0.0 -0.3 0.3
H -0.1 -0.2 0.0
H 0.0 0.1 -0.1
N -0.4 -0.9 -1.1
N -0.6 0.6 -0.2
H 0.1 0.0 -0.1
C 0.2 0.6 0.3
C 2.0 2.1 1.1
H 0.0 -0.1 0.1
N -0.2 0.1 0.5

=====

4.
Molecular formula: C4H8N4O2
Method: DFT, the ωB97M-V functional and the def2-TZVPD basis

Values from the calculation:
* frontier orbital gap: 8.6 eV
* E_HOMO: -8.861 eV
* charge: 0
* multiplicity: 1

Each line ends with the Löwdin charge.
Atoms and positions in Å:
H 0.2468 2.5215 0.6188  0.085
H 0.6193 -2.1984 1.6176  0.094
H 1.3268 -2.1768 -0.0094  0.132
H -0.6341 3.3753 -0.7646  0.085
H -1.5220 3.2242 0.6821  0.091
O 2.0293 -0.4161 -1.0474  -0.040
C -0.8506 -1.8524 0.0272  -0.161
H -0.9269 -2.8756 -0.5196  0.157
C -0.8466 0.2888 -0.4646  -0.143
C -0.7264 2.7199 0.0994  -0.046
H -1.5475 -1.6649 0.9020  0.144
N -0.9903 -0.8648 -0.9677  0.066
O 2.1402 1.2639 0.3867  -0.038
N 1.7560 0.1420 0.0408  -0.545
H -0.3939 -0.9310 -1.8151  0.193
N 1.0036 -0.3338 0.9300  0.015
C 0.5604 -1.6654 0.6917  -0.233
N -1.2442 1.4435 -0.4077  0.143

Atomic forces in eV per Å
H -1.0 0.6 -0.3
H -0.4 -0.4 0.6
H -1.2 0.6 1.0
H 0.4 -0.2 -0.1
H 0.6 -0.7 0.1
O 0.1 0.3 0.1
C 0.8 -2.8 1.6
H -0.2 1.6 1.6
C -1.6 6.7 0.6
C 0.2 -0.4 0.3
H 0.1 -0.5 -1.6
N 0.6 -0.6 -1.8
O 1.5 1.1 -1.6
N 1.4 2.1 -1.1
H -0.4 -0.5 0.5
N -4.4 -2.5 1.9
C 2.2 -2.2 -2.0
N 1.2 -2.3 0.2

=====

5.
Molecular formula: C4H8NO
Method: DFT, the ωB97M-V functional and the def2-TZVPD basis

Values from the calculation:
* frontier orbital gap (alpha / beta): 6.2 / 6.2 eV
* E_HOMO (alpha / beta): -1.974 / -1.976 eV
* charge: -1
* multiplicity: 1

Each line ends with the Löwdin charge.
Atoms and positions in Å:
H 0.2520 -0.0169 -1.4943  0.051
H 1.8490 1.5359 -2.1039  0.030
H 1.6794 2.3334 -0.5784  0.041
C 0.6718 0.5347 -0.6531  -0.291
C -1.5131 -1.7145 0.4813  -0.183
H 2.9612 1.1042 -0.9072  0.036
O -2.1291 -0.1333 2.0927  -0.355
N -1.8907 -0.2321 0.8204  -0.243
H -0.7756 -2.0487 1.2292  0.047
C 0.0630 0.5398 0.5430  -0.052
H -2.3025 -2.3877 0.7200  0.018
C 1.9296 1.3904 -1.0375  -0.159
H -1.2044 -2.1005 -0.4698  0.029
H 0.4095 1.1954 1.3576  0.031

Atomic forces in eV per Å
H -0.1 -0.2 0.1
H 0.0 0.3 -0.6
H 0.7 0.6 0.2
C 1.0 0.1 1.0
C 0.8 0.1 2.3
H 0.2 -0.6 0.8
O 0.0 -0.5 -1.5
N 1.6 -0.2 0.5
H 0.2 0.3 -0.3
C -1.1 -0.5 -1.4
H -1.6 0.0 0.4
C -2.0 -0.1 -0.4
H 0.5 1.0 -1.1
H -0.1 -0.3 0.0

=====

6.
Molecular formula: C4H8NO
Method: DFT, the ωB97M-V functional and the def2-TZVPD basis

Values from the calculation:
* frontier orbital gap: 10.6 eV
* E_HOMO: -13.959 eV
* charge: +1
* multiplicity: 1

Each line ends with the Löwdin charge.
Atoms and positions in Å:
O -2.4148 -0.4152 0.3153  -0.005
H -1.1942 -0.1175 -1.3770  0.115
H -0.7644 1.7223 0.1228  0.170
N -0.3858 0.8286 0.2733  0.072
H 1.5222 1.2562 0.7786  0.107
C -1.1953 -0.3108 -0.3573  -0.120
C 0.5122 -1.6089 0.0662  0.161
H -0.4165 0.7566 1.2742  0.181
H 1.3870 1.1249 -0.9708  0.175
H -3.0444 -0.9504 -0.3381  0.197
C 1.0377 0.7408 0.0398  -0.142
H 2.5237 -0.9950 0.1933  0.155
C 1.4239 -0.7001 0.1850  -0.145
H 0.3373 -2.6563 0.1795  0.079

Atomic forces in eV per Å
O -0.2 -1.6 -3.1
H -0.3 0.0 -2.0
H -0.7 1.8 -0.9
N -0.8 -1.6 0.4
H 1.2 1.8 1.7
C 2.5 -1.6 3.9
C -4.0 2.1 -0.5
H -0.8 -0.6 0.9
H -0.8 -0.3 1.2
H 1.7 1.7 2.2
C 1.4 -1.2 -3.3
H -1.4 0.7 0.4
C 2.1 -0.8 -0.8
H 0.2 -0.3 -0.2

=====

7.
Molecular formula: C4H8NO
Method: DFT, the ωB97M-V functional and the def2-TZVPD basis

Values from the calculation:
* SMILES string: C#[N+][C@H](O)CC
* frontier orbital gap: 10.9 eV
* E_HOMO: -15.938 eV
* charge: +1
* multiplicity: 1

Each line ends with the Löwdin charge.
Atoms and positions in Å:
H -1.5224 -3.5487 -0.1803  0.159
C 0.8499 1.5338 1.0055  -0.084
H 0.1221 1.9215 1.7126  0.077
H 0.6431 -0.5168 0.9860  0.105
C -0.7068 -0.0281 -0.4457  -0.255
H 0.9555 2.4939 0.3824  0.114
O -0.6701 0.0328 -1.9520  0.023
C -1.0905 -2.5501 -0.1246  0.353
H -1.6555 0.4976 -0.1716  0.198
H 0.1760 -0.2683 -2.2274  0.073
N -0.9497 -1.4202 -0.2292  0.180
H 1.7660 1.4272 1.5522  0.072
C 0.6234 0.2288 0.2222  -0.167
H 1.4588 0.1967 -0.5301  0.152

Atomic forces in eV per Å
H 0.6 0.1 0.3
C -0.2 2.5 -1.3
H -0.6 -1.0 0.2
H 0.9 -0.8 0.3
C -0.2 0.9 -3.9
H 0.2 -1.7 0.3
O -1.7 0.7 3.2
C -0.9 1.1 -0.6
H 1.1 -0.2 0.1
H 1.4 -0.4 -0.4
N -0.7 -2.7 0.5
H 0.5 -0.1 0.2
C 0.4 2.0 0.4
H -0.9 -0.6 0.7

=====

8.
Molecular formula: C4H8NO
Method: DFT, the ωB97M-V functional and the def2-TZVPD basis

Values from the calculation:
* frontier orbital gap: 10.5 eV
* E_HOMO: -15.027 eV
* charge: +1
* multiplicity: 1

Each line ends with the Löwdin charge.
Atoms and positions in Å:
H 2.6011 -0.3994 -0.0793  0.055
H 1.3893 -1.4475 -0.5622  0.094
H -2.0648 -0.8554 -1.3291  0.192
C 1.6356 -0.3864 -0.4267  -0.088
H 1.3184 1.2330 0.6904  0.147
H 1.6663 0.1297 -1.4354  0.124
C 0.7775 0.2384 0.6004  -0.240
H -3.1978 0.1981 1.1511  0.213
O -3.0738 -0.5273 0.4475  0.194
H 0.7014 -0.0610 1.6967  0.168
N -0.5089 0.2402 0.0425  0.066
C -1.3744 0.9855 -0.4658  -0.007
C -2.2855 -0.1580 -0.4596  -0.085
H -1.5123 2.0932 -0.5775  0.169

Atomic forces in eV per Å
H 2.5 0.1 0.8
H -0.1 0.2 -0.3
H -1.0 0.5 1.4
C -0.6 -2.1 -1.8
H -1.6 -0.1 0.0
H -0.5 -0.4 1.4
C 1.6 2.7 1.5
H 0.0 -1.4 -1.1
O -1.2 1.4 1.9
H 0.3 -0.7 -1.7
N -2.1 0.5 -0.6
C 0.1 1.8 1.4
C 2.2 -1.5 -2.7
H 0.3 -1.0 -0.1

=====

9.
Molecular formula: C4H8NO
Method: DFT, the ωB97M-V functional and the def2-TZVPD basis

Values from the calculation:
* frontier orbital gap: 8.0 eV
* E_HOMO: -13.456 eV
* charge: +1
* multiplicity: 1

Each line ends with the Löwdin charge.
Atoms and positions in Å:
H 2.0536 2.6103 2.0347  0.142
H -2.0198 -0.8954 -1.7140  0.059
O -1.4781 -2.7823 -1.2606  -0.022
H 1.0350 0.5298 -1.5342  0.102
C 1.3608 1.7507 1.9710  0.177
C 0.4000 0.1663 0.4386  -0.112
H -0.0499 -0.2640 1.3115  0.126
H 0.2740 -1.2830 -1.2534  0.118
C 0.5669 -0.2159 -0.8343  0.100
H 0.7738 1.3077 2.7936  0.142
C -2.3061 -1.9069 -1.4429  -0.116
N 1.1822 1.3019 0.8089  0.006
H -3.4078 -2.0675 -1.3160  0.101
H 1.6152 1.7483 -0.0027  0.175

Atomic forces in eV per Å
H -0.6 -0.6 0.5
H 0.2 0.5 -0.2
O -0.9 1.2 -0.2
H -0.2 -1.1 0.6
C 0.2 1.0 0.8
C 1.1 0.0 -0.8
H -0.3 -0.7 -0.2
H 0.2 2.5 1.0
C -0.5 -1.5 -0.7
H 0.7 0.3 -0.3
C 0.0 -1.5 0.5
N -0.7 0.0 -1.3
H 0.6 -0.2 -0.1
H 0.3 0.1 0.4

=====

10.
Molecular formula: C4H8NO
Method: DFT, the ωB97M-V functional and the def2-TZVPD basis

Values from the calculation:
* frontier orbital gap (alpha / beta): 6.8 / 5.9 eV
* E_HOMO (alpha / beta): -10.341 / -15.615 eV
* charge: +1
* multiplicity: 3
* ⟨S²⟩: 2.01

Each line ends with the Löwdin charge.
Atoms and positions in Å:
C -0.8243 -0.0581 0.6129  -0.048
H -1.7543 1.2363 -2.2516  0.198
H -1.0623 0.3982 1.6528  0.203
H 1.5010 0.6085 -0.9526  0.113
N 0.5393 -0.4428 0.5517  -0.229
H 2.4868 -1.1587 1.2438  0.142
C 1.3709 -0.8330 1.3611  -0.005
O -1.7568 0.4553 -1.5854  0.126
H -1.4239 -0.9571 0.6121  0.145
C 0.7154 -0.0567 -0.8138  0.085
H 0.9406 -1.0568 2.2725  0.056
C -0.7535 0.7844 -0.6957  -0.159
H -0.6284 1.9113 -0.4331  0.215
H 0.6496 -0.8309 -1.5746  0.158

Atomic forces in eV per Å
C -0.1 -0.3 1.4
H -0.6 -1.8 1.0
H 0.1 0.4 -1.5
H 1.8 1.1 -0.5
N -5.8 4.1 -9.9
H -2.5 1.0 -0.4
C 9.4 -3.8 6.9
O 2.1 2.8 -0.6
H -1.0 -0.3 -0.3
C -0.2 -0.5 1.2
H -0.4 -0.7 2.1
C -2.5 0.0 2.0
H 0.3 -1.8 -1.2
H -0.6 -0.1 -0.3

=====

11.
Molecular formula: C4H8NO
Method: DFT, the ωB97M-V functional and the def2-TZVPD basis

Values from the calculation:
* frontier orbital gap (alpha / beta): 7.5 / 7.9 eV
* E_HOMO (alpha / beta): -11.365 / -16.080 eV
* charge: +1
* multiplicity: 3
* ⟨S²⟩: 2.02

Each line ends with the Löwdin charge.
Atoms and positions in Å:
H 1.6101 1.2448 0.9556  0.113
H -0.8080 -2.4266 0.5635  0.128
H 3.4105 1.1098 0.5267  0.131
C -1.2749 0.7576 -0.2039  0.027
C 2.4006 0.6930 0.4345  -0.131
H 0.8842 -1.4229 -1.5917  0.171
C -0.1319 -1.5811 0.6002  0.036
O 2.2132 -0.3092 -0.2020  0.049
H -2.3192 0.4886 -0.3787  0.120
H -0.9415 1.4147 -1.0058  0.117
H -1.2181 1.2763 0.7540  0.114
H 0.3752 -1.4454 1.5473  0.127
N -0.4774 -0.4148 -0.1821  -0.031
C 0.5105 -1.0936 -0.6436  0.029

Atomic forces in eV per Å
H 0.0 0.0 0.0
H -0.1 0.0 -0.1
H 0.1 -0.1 0.0
C -0.7 0.8 -0.4
C 0.9 5.6 3.6
H 0.2 0.2 -0.3
C 0.2 -0.6 0.5
O -0.6 -5.2 -3.2
H 0.1 -0.1 0.0
H 0.0 -0.1 0.0
H 0.1 -0.1 0.0
H 0.1 0.2 0.0
N 1.4 -0.5 -0.2
C -1.8 -0.2 0.1

=====

12.
Molecular formula: C4H8NO
Method: DFT, the ωB97M-V functional and the def2-TZVPD basis

Values from the calculation:
* frontier orbital gap (alpha / beta): 4.3 / 7.6 eV
* E_HOMO (alpha / beta): -10.021 / -15.344 eV
* charge: +1
* multiplicity: 3
* ⟨S²⟩: 2.01

Each line ends with the Löwdin charge.
Atoms and positions in Å:
C -2.2586 0.3421 0.7260  0.214
H -1.3560 -0.6922 -1.0530  0.137
C -1.0372 0.0775 -0.3280  -0.077
H -1.2138 0.9238 -0.8782  0.084
H 2.1274 0.6598 0.6910  0.136
C 0.4144 0.0132 0.0959  -0.387
H 1.5607 -1.5908 0.7581  0.069
H -3.6668 -0.1385 -0.7383  0.284
O -3.3821 0.1183 0.2834  0.161
H 0.9290 1.9500 0.6807  0.119
H 0.2046 -2.0922 0.0174  0.086
C 1.0213 -1.3754 -0.1323  -0.036
N 1.1520 0.9748 0.5939  0.131
H 1.6492 -1.4945 -0.9834  0.079

Atomic forces in eV per Å
C 0.1 -1.8 -3.1
H 0.0 -0.4 1.0
C 1.8 -0.4 2.3
H -0.5 3.1 -1.5
H -0.7 1.0 0.2
C -3.3 -3.9 -2.2
H 1.2 -0.2 0.7
H 1.3 0.5 2.6
O -1.2 0.3 -0.8
H 0.0 0.0 -0.1
H 0.2 -0.1 -1.0
C -1.6 1.1 1.9
N 2.4 1.0 1.0
H 0.2 -0.2 -0.8

=====

Record-wise energy above the lowest of the compared OMol25 structures with the same formula, charge and spin values, in eV: 4.3856; 8.1006; 5.6072; 6.6489; 3.2018; 3.2502; 2.5345; 3.2492; 2.4331; 2.8404; 2.7243; 1.7871